[1]
C33H26BrCl5IrN4O2P as an isolated structure. Source: the Open Molecules 2025 dataset; level of theory: ωB97M-V with the def2-TZVPD basis set.

Results
Orbital gap (alpha / beta): 8.62 / 5.27 eV
Maximum force: 0.0389 Eh/bohr
Net charge: +3
Spin multiplicity: 6
Energy: -6962.29014 hartree

```
73
C33H26BrCl5IrN4O2P ωB97M-V with the def2-TZVPD basis set
Ir -0.041 0.443 -0.940
Br 1.298 1.658 -3.306
Cl 1.127 -5.009 -5.714
Cl -0.821 -2.757 -4.795
Cl 2.499 -1.435 -0.858
Cl 4.499 -3.634 -1.801
Cl 3.794 -5.426 -4.226
P 0.776 0.470 1.376
O 0.097 -1.295 -2.513
O -2.776 4.123 -5.281
N -2.972 -2.570 0.064
N -1.856 -0.779 -0.523
N 0.394 2.747 -0.143
N -1.170 1.960 -2.190
C 0.608 -3.033 -3.990
C -0.481 -3.200 3.805
C 1.507 -4.046 -4.401
C 5.193 1.545 1.998
C 2.550 0.787 1.582
C -0.995 2.969 -4.361
C -3.888 -1.690 -0.474
C -1.767 -1.989 0.018
C -0.195 2.946 1.165
C 0.316 -0.966 2.355
C -0.857 4.104 1.530
C -1.334 4.232 2.829
C -0.990 -1.052 2.847
C -3.190 -0.587 -0.844
C 4.643 1.640 0.730
C 3.043 -3.425 -2.603
C -1.382 -2.163 3.579
C 4.427 1.073 3.060
C 0.898 -2.188 -2.845
C 3.324 1.255 0.520
C 1.216 -2.010 2.581
C -3.270 -3.895 0.637
C -3.020 3.193 -3.072
C -1.138 3.217 3.758
C -2.421 2.455 -2.082
C 3.108 0.695 2.859
C 2.145 -2.438 -2.170
C -0.048 1.908 2.072
C -0.500 2.046 3.381
C 0.813 -3.127 3.302
C -2.309 3.441 -4.251
C 2.722 -4.241 -3.719
C -0.503 2.257 -3.309
H -0.861 -2.459 0.379
H 2.239 -1.940 2.226
H -0.782 -4.060 4.391
H 2.515 0.346 3.696
H -1.496 3.334 4.773
H 2.901 1.326 -0.481
H -1.693 -0.243 2.670
H -4.942 -1.921 -0.552
H -2.595 -4.641 0.230
H -1.846 5.141 3.125
H -2.382 -2.211 3.996
H -4.287 -4.165 0.380
H 6.222 1.846 2.163
H 4.859 1.003 4.052
H -0.375 1.242 4.100
H -3.673 4.450 -5.146
H -0.973 4.918 0.820
H -4.023 3.579 -2.929
H 0.034 3.392 -0.832
H -2.928 2.277 -1.142
H -3.565 0.298 -1.326
H 1.516 -3.931 3.496
H -3.173 -3.870 1.719
H 5.239 2.014 -0.095
H -0.406 3.195 -5.242
H 1.403 2.868 -0.109
```

Here are the Mulliken charges for atoms 1 to 8, given in e: Ir 2.75; Br 0.00; Cl -0.11; Cl -0.10; Cl 0.01; Cl -0.12; Cl -0.06; P 0.45



[2]
C33H26F9N4O3P2PdSe2 as an isolated structure. Source: the Open Molecules 2025 dataset; level of theory: ωB97M-V with the def2-TZVPD basis set.

Results
Orbital gap (alpha / beta): 7.69 / 7.69 eV
Maximum force: 0.0178 Eh/bohr
Net charge: -1
Spin multiplicity: 3
Energy: -8230.30793 hartree

```
80
C33H26F9N4O3P2PdSe2 ωB97M-V with the def2-TZVPD basis set
Pd 0.151 -0.101 -0.054
Se 0.567 -2.458 0.537
Se 6.912 -2.648 0.679
P 2.656 -2.482 0.032
P 6.339 -0.670 0.224
F -5.422 -1.161 0.128
F -4.317 -3.579 0.630
F -3.973 -2.330 -1.879
F -3.915 -2.276 2.316
F -2.336 -3.488 1.484
F -4.132 0.252 -0.900
F -2.190 -3.351 -1.196
F -4.218 0.231 1.252
F -2.054 -1.341 -1.967
O -0.359 1.178 -1.698
O -1.521 2.943 -2.422
O -1.917 -0.949 0.732
N 4.393 1.116 0.205
N 3.102 1.335 0.106
N 2.453 0.187 0.053
N 0.318 2.034 0.863
C -3.401 -2.745 1.165
C 7.598 1.736 0.974
C 7.900 0.458 -3.947
C 4.295 -3.074 -2.146
C 1.956 -3.623 -2.400
C 3.969 -4.799 0.868
C 6.925 -0.176 -1.423
C 3.537 -3.525 1.209
C 7.531 1.098 3.680
C -1.246 2.121 -1.555
C 8.075 2.307 3.262
C 8.268 -0.398 -1.730
C -1.898 2.234 -0.179
C -0.909 2.861 0.787
C -4.215 -0.556 0.171
C 7.030 0.205 2.745
C 6.563 0.670 -3.646
C 3.497 -4.037 -4.198
C 6.073 0.360 -2.382
C 2.209 -4.083 -3.686
C 4.754 -5.114 3.118
C -2.806 -2.148 -1.227
C 8.754 -0.073 -2.986
C 4.306 -3.845 3.461
C 8.110 2.623 1.912
C 7.061 0.525 1.390
C 4.541 -3.537 -3.428
C 3.344 -0.829 0.116
C 4.582 -5.592 1.828
C 4.600 -0.223 0.209
C 3.692 -3.050 2.509
C 2.999 -3.116 -1.632
C -2.997 -1.557 0.228
H 8.917 -0.843 -0.985
H 9.798 -0.242 -3.223
H 0.952 2.283 0.112
H 3.335 -2.059 2.763
H -0.660 3.871 0.456
H 4.933 -6.582 1.564
H 3.847 -5.159 -0.147
H 0.827 2.164 1.724
H 1.397 -4.468 -4.291
H 7.605 1.995 -0.077
H -2.150 1.248 0.198
H 3.689 -4.387 -5.206
H 6.627 -0.752 3.055
H 5.894 1.084 -4.391
H 5.032 0.541 -2.146
H 5.549 -3.505 -3.824
H 8.470 3.005 3.991
H 5.242 -5.735 3.860
H 5.111 -2.708 -1.537
H 4.440 -3.473 4.469
H 7.501 0.848 4.733
H -2.804 2.832 -0.261
H 8.529 3.567 1.587
H -1.351 2.928 1.780
H 0.952 -3.633 -1.994
H 8.276 0.703 -4.932
```

Here are the Mulliken charges for atoms 1 to 8, given in e: Pd 0.62; Se -0.37; Se -0.24; P 1.36; P 0.88; F -0.30; F -0.30; F -0.31



[3]
C33H26GdN12S3 as an isolated structure. Source: the Open Molecules 2025 dataset; level of theory: ωB97M-V with the def2-TZVPD basis set.

Results
Orbital gap (alpha / beta): 7.45 / 6.06 eV
Maximum force: 0.0108 Eh/bohr
Net charge: +1
Spin multiplicity: 8
Energy: -3890.47666 hartree

```
75
C33H26GdN12S3 ωB97M-V with the def2-TZVPD basis set
Gd -0.241 -0.036 0.086
S 2.816 0.744 4.562
S -1.658 1.149 -1.930
S -1.036 2.501 0.955
N 3.216 6.292 -1.206
N 0.857 -2.417 1.236
N 3.584 2.241 -1.231
N -0.807 -2.388 -0.927
N 1.189 -0.395 -2.159
N -1.392 -1.750 3.976
N -0.177 -4.363 -1.701
N 2.442 0.658 -3.630
N 2.105 1.174 -0.004
N -1.650 -1.027 1.902
N 2.969 3.896 -4.562
N 1.044 0.280 2.782
C 0.509 1.201 3.664
C -3.000 -0.160 5.135
C -2.810 -2.125 -2.462
C 1.190 -3.348 0.158
C -3.488 -2.751 -3.489
C 3.684 2.765 0.037
C 0.058 -3.358 -0.824
C 2.622 1.296 -1.209
C -1.051 -1.895 2.680
C 2.253 -0.036 3.155
C 0.153 2.937 -2.865
C -0.355 3.140 -0.503
C -3.389 0.741 2.458
C 2.115 3.989 -3.795
C 1.671 -0.234 -4.339
C 1.281 4.604 -1.542
C -3.073 -3.994 -3.994
C 1.122 3.917 -2.758
C 2.123 0.517 -2.326
C 0.901 -0.871 -3.417
C -4.073 1.304 3.517
C -1.297 -4.016 -2.446
C -0.578 2.508 -1.755
C -1.690 -2.775 -1.943
C -2.478 -0.273 2.749
C -1.971 -4.651 -3.484
C -2.319 -0.720 4.061
C -3.875 0.866 4.838
C -0.137 -2.963 2.171
C 0.516 4.240 -0.448
C 1.325 1.571 4.681
C 2.340 5.567 -1.376
C 2.766 2.095 0.781
H 2.095 -2.995 -0.337
H -2.860 -0.508 6.152
H -4.785 2.097 3.328
H 1.725 -0.323 -5.411
H -4.363 -2.276 -3.916
H -1.655 -5.614 -3.870
H 0.144 -1.622 -3.580
H -3.130 -1.169 -2.070
H 2.517 2.246 1.819
H 3.036 1.365 -4.034
H 0.016 2.421 -3.808
H -1.081 -2.329 4.737
H 0.326 -3.499 3.002
H 4.077 2.576 -2.043
H -0.755 -3.674 1.624
H 0.662 4.748 0.496
H 1.694 -2.172 1.741
H 0.353 -5.213 -1.783
H -0.491 1.575 3.521
H -3.632 -4.449 -4.802
H 1.382 -4.365 0.512
H -4.431 1.335 5.640
H 4.360 3.568 0.281
H 2.905 -0.716 2.616
H -3.541 1.076 1.441
H 1.125 2.266 5.482
```

Here are the Mulliken charges for atoms 1 to 8, given in e: Gd 0.80; S -0.15; S -0.39; S -0.42; N -0.52; N 0.10; N 0.20; N 0.69



[4]
C33H27AuN7O3Se as an isolated structure. Source: the Open Molecules 2025 dataset; level of theory: ωB97M-V with the def2-TZVPD basis set.

Results
Orbital gap: 5.64 eV
Maximum force: 0.0325 Eh/bohr
Net charge: +1
Spin multiplicity: 1
Energy: -4419.63430 hartree

```
72
C33H27AuN7O3Se ωB97M-V with the def2-TZVPD basis set
Au -0.318 -0.484 -2.170
Se 0.067 1.322 -3.823
O 1.490 -1.053 -2.799
O 2.083 -2.419 4.833
O -2.127 0.170 -1.655
N -1.375 3.303 -2.358
N -0.519 -2.090 -0.918
N 1.276 0.630 -0.595
N 6.043 -0.214 0.358
N 6.079 -0.255 1.607
N -1.134 -3.277 0.768
N -2.710 2.109 -3.574
C 4.866 -0.250 -0.431
C -5.375 4.031 -1.851
C -3.435 -1.558 1.330
C 1.131 1.443 0.423
C 2.216 1.829 1.230
C 1.137 -3.335 4.322
C 4.946 -0.875 -1.641
C 3.449 1.299 0.968
C -4.512 4.783 -1.037
C 3.289 -2.514 2.724
C -2.790 -0.170 -0.544
C 2.569 -0.708 -2.056
C 3.624 0.372 -0.086
C -4.455 -0.704 1.669
C 5.074 -0.920 2.388
C -1.449 -2.205 0.015
C -3.227 1.076 -4.464
C 2.488 0.103 -0.880
C 0.031 -3.852 0.291
C -4.638 0.451 0.906
C 3.811 -1.121 -2.438
C -2.656 3.745 -2.053
C 0.413 -3.099 -0.762
C -1.432 2.304 -3.245
C 3.080 -2.010 4.005
C -4.890 3.121 -2.769
C -2.572 -1.306 0.251
C -3.823 0.704 -0.174
C -3.139 4.666 -1.133
C 4.930 -0.508 3.708
C 3.932 -1.033 4.505
C -3.508 2.982 -2.838
C 4.280 -1.966 1.924
H -3.976 1.588 -0.785
H 0.126 1.820 0.599
H 2.073 2.534 2.038
H -2.392 0.579 -4.945
H 0.710 -2.974 3.380
H -1.677 -3.631 1.536
H -5.550 2.528 -3.389
H 4.463 -2.383 0.943
H -5.097 -0.920 2.512
H 3.898 -1.677 -3.364
H -4.933 5.461 -0.307
H 2.699 -3.339 2.348
H -5.425 1.152 1.155
H -3.862 1.532 -5.221
H 0.353 -3.408 5.070
H -6.444 4.161 -1.749
H 1.259 -3.194 -1.422
H 3.789 -0.698 5.525
H -2.476 5.253 -0.510
H 1.582 -4.322 4.169
H 5.911 -1.269 -1.937
H -3.311 -2.461 1.918
H 5.590 0.267 4.082
H 0.468 -4.726 0.739
H -3.795 0.351 -3.886
H -0.505 3.649 -1.985
H 4.301 1.608 1.554
```

Here are the Mulliken charges for atoms 1 to 8, given in e: Au 1.01; Se -0.11; O -0.91; O -0.45; O -0.89; N 0.18; N -0.19; N 0.08